Record 1
{
  "formula": "C26H25FI2N3OReSSi",
  "method": "the ωB97M-V functional and the def2-TZVPD basis",
  "symbols": ["Re", "I", "C", "C", "C", "I", "C", "C", "C", "C", "N", "C", "C", "O", "H", "H", "H", "H", "F", "C", "C", "C", "C", "C", "C", "H", "H", "H", "H", "N", "C", "N", "C", "C", "C", "C", "C", "C", "S", "H", "H", "H", "H", "H", "H", "C", "Si", "C", "C", "C", "H", "H", "H", "H", "H", "H", "H", "H", "H", "H", "H"],
  "positions_angstrom": [[-0.18896, 0.29173, -0.41878], [1.08186, -3.89388, -3.12644], [2.14855, -2.91584, -1.65577], [3.43395, -3.39810, -1.28605], [4.19924, -2.75622, -0.35243], [6.07588, -3.51437, 0.09554], [3.71725, -1.56786, 0.27515], [4.41043, -0.79179, 1.22522], [3.83915, 0.35269, 1.70847], [2.56515, 0.73680, 1.26534], [1.86389, 0.02130, 0.40647], [2.43999, -1.12034, -0.08707], [1.65747, -1.79964, -1.04514], [0.45049, -1.24095, -1.33800], [3.80424, -4.28978, -1.77131], [5.39326, -1.10158, 1.55402], [4.35222, 0.96856, 2.43254], [2.11105, 1.64228, 1.63372], [-5.20655, 3.15118, -2.67346], [-4.15615, 2.47913, -2.17891], [-3.96093, 2.46546, -0.80953], [-2.87813, 1.76635, -0.30200], [-1.97554, 1.08586, -1.13739], [-2.22771, 1.13526, -2.51812], [-3.31438, 1.81914, -3.05061], [-4.65904, 2.98283, -0.16564], [-2.75067, 1.75590, 0.77617], [-1.58920, 0.58467, -3.20252], [-3.51891, 1.83510, -4.11227], [0.63349, 2.92150, -2.28803], [0.45690, 3.22716, -0.99799], [0.25311, 2.32731, -0.05255], [0.08247, 2.94850, 1.20850], [-0.15992, 2.31378, 2.42183], [-0.30342, 3.09204, 3.55684], [-0.20718, 4.48252, 3.49734], [0.04113, 5.11972, 2.29606], [0.18325, 4.33549, 1.16018], [0.50334, 4.86840, -0.46812], [0.39490, 2.00418, -2.63279], [0.64191, 3.65560, -2.97644], [-0.22568, 1.23732, 2.47674], [-0.49152, 2.61139, 4.50690], [-0.32522, 5.06953, 4.39666], [0.11943, 6.19655, 2.24585], [-4.13298, -1.31977, -0.32687], [-2.65490, -1.99036, 0.57713], [-3.18832, -2.53649, 2.28181], [-1.92882, -3.41337, -0.37480], [-1.24286, -0.75890, 0.96534], [-4.85611, -2.13653, -0.40229], [-3.90163, -0.98049, -1.33485], [-4.61641, -0.49945, 0.20284], [-4.09022, -3.14882, 2.21883], [-3.41988, -1.67827, 2.91618], [-2.42036, -3.12803, 2.78253], [-2.67266, -4.20359, -0.49435], [-1.05961, -3.84609, 0.12561], [-1.61304, -3.09879, -1.37057], [-1.62473, -0.04255, 1.70309], [-0.47959, -1.37716, 1.46650]],
  "atomic_forces_ev_per_a": [[-0.63, 0.34, 0.56], [-0.09, -0.03, -0.07], [0.24, -0.08, 0.13], [-0.13, 0.12, 0.02], [-0.21, 0.11, -0.07], [0.13, -0.06, 0.05], [0.12, -0.14, 0.02], [0.05, -0.04, -0.05], [-0.08, 0.07, 0.01], [0.09, -0.15, 0.02], [0.44, -0.26, -0.02], [-0.20, 0.09, -0.13], [-0.33, 0.07, 0.15], [0.43, 0.07, -0.67], [0.02, -0.01, 0.00], [0.00, 0.00, 0.01], [0.00, 0.02, -0.01], [0.00, 0.06, 0.04], [0.00, 0.00, 0.00], [-0.04, 0.02, -0.03], [0.03, -0.05, 0.03], [0.00, 0.08, -0.07], [0.18, -0.10, -0.41], [-0.18, -0.05, 0.03], [0.04, -0.02, 0.05], [-0.01, 0.01, 0.00], [0.03, 0.00, 0.00], [0.04, 0.00, -0.01], [0.00, 0.01, -0.01], [0.09, -0.01, -0.10], [-0.08, -0.04, -0.04], [0.00, 0.03, 0.21], [0.03, -0.04, -0.16], [-0.03, 0.06, 0.00], [0.01, 0.05, 0.01], [0.00, -0.05, 0.01], [0.01, -0.01, -0.02], [-0.01, 0.03, 0.08], [0.00, 0.03, -0.01], [-0.09, 0.01, 0.03], [0.01, 0.01, 0.01], [0.03, -0.02, 0.01], [-0.01, -0.01, 0.01], [-0.01, 0.00, 0.02], [0.00, 0.02, -0.02], [-0.04, 0.04, -0.01], [0.09, -0.04, 0.01], [-0.05, -0.04, 0.05], [0.06, -0.03, -0.09], [0.30, -0.10, 0.29], [-0.03, 0.01, -0.02], [0.02, 0.02, -0.06], [-0.02, 0.03, 0.03], [0.00, -0.03, 0.01], [-0.02, 0.00, 0.01], [0.03, 0.01, 0.01], [0.00, -0.03, 0.00], [0.00, -0.01, 0.03], [-0.01, -0.01, -0.04], [-0.15, 0.00, -0.05], [-0.10, 0.05, 0.23]],
  "lowdin_charge": [1.50, 1.02, -0.65, -0.20, -0.66, 0.99, -0.20, -0.01, -0.01, -0.08, -0.01, -0.15, -0.37, -0.29, 0.08, 0.08, 0.12, 0.10, 0.08, -0.28, 0.00, -0.13, -0.35, -0.13, -0.01, 0.13, 0.10, 0.10, 0.12, 0.15, -0.66, -0.09, -0.31, -0.05, -0.05, -0.06, -0.06, -0.45, 1.17, 0.09, 0.12, 0.09, 0.12, 0.12, 0.12, -0.17, 0.44, -0.18, -0.19, -0.37, 0.04, 0.03, 0.03, 0.04, 0.03, 0.04, 0.04, 0.04, 0.00, 0.02, 0.04],
  "s2": 0.83,
  "homo_ev": [-10.5, -10.7],
  "e_above_lowest_ev": 0.3960,
  "spin_multiplicity": 2,
  "fmax_ev_per_a": 0.91,
  "lumo_ev": [-3.66, -3.87],
  "total_charge": 1,
  "homo_lumo_gap_ev": [6.868, 6.821]
}

Record 2
{
  "formula": "C4H7N3O",
  "method": "the ωB97M-V functional and the def2-TZVPD basis",
  "symbols": ["C", "C", "C", "C", "H", "H", "H", "H", "H", "H", "H", "N", "N", "N", "O"],
  "positions_angstrom": [[1.74174, 1.52033, 0.16693], [0.97305, 0.44787, 0.00081], [-0.27957, 0.17623, -0.20127], [-1.46206, 0.90267, -0.38981], [2.74960, 1.15556, -0.28313], [1.03101, 2.15821, -0.47716], [1.83790, 2.14909, 1.37280], [-1.39375, 1.99254, -0.17731], [-1.92607, 0.62161, -1.45099], [-2.64167, -0.92156, 0.05604], [-2.37793, 0.28016, 1.24246], [0.61452, -1.77672, 0.05991], [-0.42442, -1.19678, -0.03073], [-2.63889, 0.15456, 0.34630], [1.75293, -0.74821, -0.04638]],
  "atomic_forces_ev_per_a": [[2.95, 7.05, 1.22], [1.66, -6.99, 0.25], [-0.37, -1.91, 0.95], [-5.54, -1.02, -2.31], [-1.34, 1.95, 0.85], [2.32, 0.87, 0.67], [-0.26, -2.41, -3.80], [-0.47, -0.88, -0.20], [1.63, 1.60, 1.47], [0.40, 3.38, 1.09], [0.49, -0.38, 4.14], [3.20, -1.03, -0.32], [-0.88, 0.16, -0.86], [0.02, -0.70, -4.45], [-3.81, 0.31, 1.29]],
  "lowdin_charge": [-0.05, -0.42, -0.31, -0.18, 0.13, 0.12, 0.21, 0.13, 0.15, 0.12, -0.02, 0.10, 0.04, -0.01, -0.02],
  "homo_ev": -9.3,
  "e_above_lowest_ev": 6.0965,
  "spin_multiplicity": 1,
  "fmax_ev_per_a": 7.74,
  "lumo_ev": 0.51,
  "homo_lumo_gap_ev": 9.821
}